A structure of composition C23H18F6I2N2OPdSb in a non-equilibrium geometry, computed with ωB97M-V/def2-TZVPD.

Charge = +2
Energy = -2634.122503 hartree
HOMO (spin up / spin down) = -13.95 / -14.35 eV
Multiplicity = 6
Gap between HOMO and LUMO (spin up / spin down) = 0.277 / 0.184 hartree
⟨S²⟩ = 8.82

Geometry (Å):
1 Pd 0.22969 0.01405 -0.81022
2 I 5.39545 -4.58800 2.76930
3 C 4.31826 -3.05695 1.87428
4 C 4.71281 -1.72678 2.05055
5 C 3.99993 -0.74009 1.42781
6 I 4.47794 1.26956 1.69627
7 C 2.85244 -1.02554 0.57867
8 O 2.25102 -0.06376 0.03712
9 C 2.47108 -2.41466 0.43496
10 C 1.39924 -2.83185 -0.53787
11 N 0.07727 -2.20979 -0.34623
12 C -0.55652 -2.46193 0.95264
13 C -0.15572 -1.41963 1.96136
14 C 0.04341 -1.71351 3.29981
15 C 0.38250 -0.68968 4.17200
16 C 0.52072 0.59780 3.67426
17 C 0.30272 0.81187 2.32616
18 N -0.03733 -0.17433 1.49590
19 C 3.19591 -3.37551 1.07946
20 H 5.56664 -1.47845 2.66538
21 H 1.73437 -2.58800 -1.54696
22 H 1.28815 -3.91836 -0.47996
23 H -0.52341 -2.51168 -1.10845
24 H -1.63980 -2.41885 0.82592
25 H -0.30280 -3.45866 1.32055
26 H -0.07221 -2.72936 3.65426
27 H 0.54365 -0.89560 5.22154
28 H 0.79171 1.42510 4.31445
29 H 0.40303 1.79822 1.89495
30 H 2.92156 -4.41684 0.96342
31 C -4.98774 2.37686 -1.90595
32 C -4.49654 1.09943 -1.69603
33 C -3.20962 0.91544 -1.18979
34 C -2.36744 2.01120 -0.93153
35 C -1.02687 1.88065 -0.53788
36 C -0.19938 2.98682 -0.35463
37 C -0.71880 4.26188 -0.50798
38 C -2.05315 4.43372 -0.88170
39 C -2.87986 3.32907 -1.12984
40 C -4.19577 3.48350 -1.60764
41 H -5.98416 2.51732 -2.30156
42 H -5.11133 0.24073 -1.92852
43 H -2.84363 -0.08368 -1.00255
44 H 0.85487 2.86894 -0.12610
45 H -0.08330 5.12381 -0.35481
46 H -2.45737 5.43221 -0.99615
47 H -4.58237 4.48424 -1.75950
48 F -1.19802 -0.74331 -2.51642
49 Sb -0.03633 -0.02688 -4.02333
50 F 1.26594 0.55683 -5.19818
51 F 0.39762 1.43658 -2.78282
52 F -1.57370 0.94898 -4.46326
53 F 1.24141 -0.89306 -2.79099
54 F -0.34615 -1.65007 -4.87420


A structure of composition C23H18N6O2RuS3Sb in a non-equilibrium geometry, computed with ωB97M-V/def2-TZVPD.

Charge = -1
Energy = -2896.162576 hartree
HOMO (spin up / spin down) = -4.05 / -3.79 eV
Relative energy (zero: lowest compared OMol25 entry of this formula, charge and spin) = 37.0 kcal per mole
Gap between HOMO and LUMO (spin up / spin down) = 0.182 / 0.170 hartree

Geometry (Å):
1 Ru -0.61928 -0.09274 0.39545
2 O 0.71256 -3.59036 -1.10327
3 C 0.60831 -2.52564 -0.54199
4 N -0.38594 -2.10047 0.30499
5 C -0.37789 -2.70279 1.59400
6 C -0.14167 -4.05539 1.82443
7 C -0.07820 -4.54433 3.12602
8 C -0.23670 -3.68701 4.20141
9 C -0.42645 -2.32672 3.99592
10 C -0.46698 -1.81812 2.69805
11 N -0.50382 -0.46067 2.34900
12 C -0.51817 0.58740 3.16608
13 O -0.52676 0.62349 4.40078
14 C -0.43400 1.88716 2.37395
15 C -0.39048 3.11671 3.05803
16 C -0.19106 4.31229 2.34244
17 C -0.04354 4.25015 0.99899
18 C -0.17750 2.98017 0.25374
19 N -0.35127 1.78720 1.05969
20 C 1.73019 -1.51132 -0.62130
21 C 2.96166 -1.81498 -1.17027
22 C 3.99412 -0.90163 -1.04112
23 C 3.76483 0.27688 -0.35322
24 C 2.49944 0.51334 0.15425
25 N 1.50100 -0.35945 0.00999
26 H -0.04622 -4.72102 0.97641
27 H 0.08546 -5.60277 3.29102
28 H -0.19959 -4.07186 5.21364
29 H -0.51258 -1.63841 4.82319
30 H -0.48624 3.08939 4.13501
31 H -0.13879 5.25750 2.86594
32 H 0.14023 5.13164 0.39990
33 H 0.71437 2.83854 -0.36767
34 H 3.07948 -2.76621 -1.67148
35 H 4.97176 -1.11167 -1.45597
36 H 4.55079 1.00578 -0.20624
37 H 2.26306 1.42054 0.69581
38 S -4.61977 1.89564 -2.16829
39 Sb -3.65884 2.19362 -0.11402
40 S -2.91366 -0.04011 0.65513
41 S -1.49614 3.16095 -1.05056
42 N -1.31327 0.75669 -5.87134
43 C -1.11619 0.52384 -4.51763
44 C -2.06178 -0.14712 -3.75570
45 C -1.84198 -0.33715 -2.40812
46 N -0.74373 0.09763 -1.77249
47 C 0.17859 0.71601 -2.52194
48 C 0.05172 0.93317 -3.87291
49 H -2.28158 0.76936 -6.14882
50 H -0.80514 1.54301 -6.24072
51 H -3.00231 -0.46843 -4.18415
52 H -2.58724 -0.81380 -1.78897
53 H 1.05655 1.07961 -2.00540
54 H 0.83068 1.46244 -4.40970